Entry 1:
17
Properties=species:S:1:pos:R:3:nbo_charge:R:1 method="wB97M-V/def2-TZVPD" charge=+1 energy_ha=-342.51991 gap_ev=11.07 de_lowest_kcal_mol=43.0 spin_multiplicity=1 homo_ev=-14.32
C 0.404 1.474 0.927 -0.428
N 0.072 -1.980 -0.020 -0.694
C 0.443 -0.710 0.128 0.385
N -0.322 0.194 0.765 -0.545
H 0.408 2.057 -0.102 0.225
H 1.565 1.223 1.110 0.228
H -0.031 2.078 1.793 0.236
H -0.819 -2.332 0.156 0.410
H 0.589 -2.688 -0.470 0.422
H 1.497 -0.486 -0.140 0.271
H -1.353 0.190 0.806 0.455
H 2.812 1.800 -0.749 0.504
H 1.835 1.218 -1.736 0.483
O 2.122 1.119 -0.888 -0.960
H -3.124 -1.715 -0.158 0.477
H -3.427 -0.415 -0.831 0.499
O -2.672 -1.026 -0.591 -0.967

***

Entry 2:
107
Properties=species:S:1:pos:R:3:lowdin_charge:R:1 method="wB97M-V/def2-TZVPD" energy_ha=-5815.35838 gap_ev=1.19 de_lowest_kcal_mol=0.0 spin_multiplicity=1 homo_ev=-5.24
C 4.107 2.010 9.788 -0.052
C 2.690 1.991 9.475 -0.350
C 1.624 2.408 10.230 -0.041
C 0.466 2.169 9.434 -0.033
C 0.856 1.536 8.284 -0.139
B -0.086 0.854 7.158 -0.528
C -1.588 0.682 7.652 -0.128
C -2.381 -0.424 7.802 -0.029
C -3.676 0.015 8.249 -0.042
C -3.606 1.379 8.360 -0.352
C -4.586 2.366 8.782 -0.045
O -2.352 1.799 7.965 0.045
C -0.130 1.915 6.001 -0.122
C 0.746 2.900 5.606 -0.022
C 0.163 3.589 4.491 -0.039
C -1.048 2.976 4.259 -0.357
C -2.058 3.176 3.242 -0.063
O -1.247 1.980 5.187 0.063
C 0.713 -0.477 6.930 -0.152
C 1.361 -0.983 5.835 -0.034
C 1.943 -2.242 6.214 -0.043
C 1.589 -2.447 7.525 -0.348
C 1.853 -3.544 8.441 -0.046
O 0.859 -1.365 7.978 0.066
O 2.238 1.420 8.299 0.057
H 4.199 2.419 10.800 0.078
H 4.513 0.995 9.809 0.079
H 4.732 2.658 9.153 0.080
H 1.666 2.794 11.243 0.098
H -0.549 2.422 9.718 0.103
H -2.074 -1.451 7.630 0.105
H -4.544 -0.606 8.446 0.094
H -5.528 1.829 8.935 0.080
H -4.312 2.843 9.734 0.082
H -4.743 3.132 8.013 0.080
H 1.699 3.138 6.069 0.110
H 0.583 4.416 3.926 0.093
H -1.724 4.004 2.612 0.079
H -2.183 2.295 2.597 0.070
H -3.023 3.445 3.692 0.089
H 1.422 -0.496 4.866 0.102
H 2.545 -2.903 5.597 0.093
H 2.445 -4.287 7.897 0.079
H 2.441 -3.204 9.305 0.084
H 0.938 -4.041 8.792 0.082
O 2.252 0.093 -3.783 0.215
C 1.182 0.519 -3.931 -0.062
Co -0.386 1.267 -4.181 0.144
C -1.259 -0.141 -3.614 -0.111
O -1.793 -1.074 -3.175 0.179
C 0.043 2.340 -2.865 -0.101
O 0.462 2.952 -1.971 0.183
C -0.516 2.176 -5.732 -0.260
C -0.490 0.777 -5.864 -0.311
C -0.296 -0.227 -6.754 0.026
C -0.776 -1.574 -6.585 -0.214
C 0.024 -2.639 -7.070 -0.017
C -0.267 -3.952 -6.726 -0.061
C -1.379 -4.239 -5.922 -0.047
C -2.211 -3.199 -5.483 -0.054
C -1.947 -1.887 -5.864 -0.048
Co -2.363 2.164 -5.447 0.051
C -3.706 1.118 -5.087 -0.143
O -4.590 0.384 -4.903 0.155
C -2.684 2.878 -6.991 -0.110
O -2.895 3.319 -8.049 0.169
P -2.635 3.786 -4.177 1.069
C -3.016 3.515 -2.402 -0.331
C -3.296 4.597 -1.553 -0.081
C -3.572 4.368 -0.197 -0.040
C -3.623 3.056 0.291 -0.060
C -3.390 1.979 -0.561 -0.043
C -3.095 2.210 -1.907 -0.102
C -1.192 4.927 -4.239 -0.337
C -0.506 5.343 -3.094 -0.097
C 0.659 6.105 -3.214 -0.050
C 1.103 6.516 -4.474 -0.061
C 0.425 6.102 -5.621 -0.062
C -0.726 5.317 -5.504 -0.124
C -4.027 4.890 -4.666 -0.317
C -3.839 6.229 -5.037 -0.070
C -4.924 6.994 -5.484 -0.062
C -6.204 6.434 -5.527 -0.067
C -6.401 5.107 -5.130 -0.064
C -5.318 4.336 -4.699 -0.081
H 0.083 2.908 -6.245 0.091
H 0.375 -0.027 -7.604 0.143
H 0.892 -2.377 -7.668 0.117
H 0.388 -4.751 -7.069 0.112
H -1.566 -5.261 -5.580 0.115
H -3.059 -3.399 -4.825 0.120
H -2.662 -1.087 -5.652 0.083
H -3.298 5.616 -1.944 0.118
H -3.748 5.210 0.476 0.119
H -3.850 2.871 1.343 0.099
H -3.431 0.954 -0.186 0.120
H -2.921 1.362 -2.576 0.054
H -0.894 5.107 -2.105 0.098
H 1.213 6.377 -2.313 0.119
H 1.980 7.160 -4.560 0.113
H 0.782 6.379 -6.613 0.112
H -1.263 5.003 -6.402 0.099
H -2.849 6.683 -4.986 0.102
H -4.759 8.028 -5.794 0.112
H -7.050 7.035 -5.867 0.111
H -7.399 4.669 -5.155 0.111
H -5.472 3.299 -4.394 0.103

***

Entry 3:
20
Properties=species:S:1:pos:R:3:nbo_charge:R:1 method="wB97M-V/def2-TZVPD" energy_ha=-378.56698 gap_ev=8.86 de_lowest_kcal_mol=44.7 spin_multiplicity=1 homo_ev=-7.79
C 0.186 2.184 -0.633 -0.446
N 0.457 1.019 0.176 -0.610
C 0.915 -0.078 -0.427 0.560
C 1.692 -1.068 0.390 -0.664
N 0.936 -0.253 -1.778 -0.814
H 0.980 2.439 -1.343 0.184
H 0.087 3.054 0.019 0.204
H -0.733 2.090 -1.237 0.162
H 1.145 -1.323 1.293 0.229
H 1.914 -1.993 -0.141 0.208
H 2.629 -0.593 0.687 0.241
H 0.803 -1.219 -2.052 0.395
H 0.366 0.366 -2.334 0.386
H -1.150 -2.140 0.166 0.322
N -1.153 -1.216 -0.258 -0.845
C -1.448 -0.238 0.606 0.351
N -1.882 -0.521 1.879 -0.816
H -1.919 0.677 0.240 0.175
H -1.633 -1.414 2.276 0.384
H -2.193 0.231 2.471 0.393

***

Entry 4:
73
Properties=species:S:1:pos:R:3:lowdin_charge:R:1 method="wB97M-V/def2-TZVPD" charge=-1 energy_ha=-6691.95767 gap_ev=5.82 de_lowest_kcal_mol=0.0 spin_multiplicity=1 homo_ev=-4.86
Pt 0.457 0.480 1.512 0.873
N 3.083 0.504 3.763 0.151
C 1.856 0.116 4.237 -0.471
N 1.696 -0.313 5.472 0.037
N 0.383 -0.605 5.550 -0.068
N -0.211 -0.364 4.447 -0.116
N 0.708 0.113 3.553 -0.188
C 3.242 1.297 2.659 -0.489
N 4.327 1.995 2.408 0.043
N 4.067 2.583 1.215 -0.055
N 2.910 2.258 0.785 -0.041
N 2.335 1.418 1.689 -0.135
H 3.819 0.541 4.448 0.141
C -1.935 1.331 -3.635 -0.055
C -2.037 0.401 -2.419 -0.354
C -2.568 1.156 -1.217 -0.081
C -0.775 -0.465 -2.261 -0.124
C -0.843 -1.598 -3.077 -0.068
C 0.232 -2.436 -3.267 -0.085
C 1.434 -2.088 -2.684 -0.058
C 1.569 -0.982 -1.846 -0.157
C 3.032 -0.703 -1.476 -0.357
C 3.483 -0.980 -0.044 -0.090
C 3.508 0.660 -1.983 -0.065
C 0.418 -0.209 -1.532 -0.228
N 0.455 0.829 -0.533 -0.101
C 0.492 2.131 -0.988 -0.284
C 0.836 2.481 -2.303 -0.063
C 0.854 3.796 -2.741 -0.101
C 0.523 4.840 -1.893 -0.106
C 0.172 4.535 -0.583 -0.026
C 0.164 3.228 -0.175 -0.255
F -0.174 2.994 1.134 -0.048
H -2.925 1.738 -3.858 0.078
H -1.579 0.797 -4.520 0.079
H -1.266 2.167 -3.447 0.054
H -2.811 -0.326 -2.680 0.117
H -2.021 2.076 -1.014 0.070
H -2.512 0.546 -0.329 -0.026
H -3.617 1.419 -1.383 0.088
H -1.774 -1.802 -3.593 0.109
H 0.153 -3.312 -3.899 0.097
H 2.311 -2.691 -2.886 0.105
H 3.583 -1.437 -2.071 0.109
H 2.921 -0.424 0.692 0.000
H 4.531 -0.689 0.061 0.084
H 3.395 -2.042 0.192 0.067
H 3.118 1.484 -1.390 0.040
H 3.209 0.808 -3.023 0.075
H 4.599 0.705 -1.938 0.080
H 1.089 1.689 -2.993 0.109
H 1.135 3.999 -3.767 0.100
H 0.543 5.867 -2.231 0.091
H -0.087 5.300 0.137 0.116
O -4.213 -3.049 0.237 -0.054
C -3.658 -3.329 1.521 -0.211
C -2.503 -2.366 1.822 -0.566
C -1.980 -2.744 3.216 -0.259
O -2.855 -2.340 4.254 -0.066
C -3.058 -0.951 1.778 -0.476
Se -1.862 0.555 2.085 0.781
C -1.433 -2.516 0.745 -0.469
Se 0.351 -1.905 1.181 0.851
H -4.921 -3.675 0.070 0.085
H -3.269 -4.353 1.550 0.124
H -4.413 -3.222 2.308 0.131
H -1.003 -2.304 3.376 0.036
H -1.862 -3.833 3.266 0.131
H -2.473 -1.523 4.607 0.071
H -3.804 -0.840 2.566 0.071
H -3.550 -0.799 0.817 0.056
H -1.753 -2.049 -0.187 0.066
H -1.249 -3.572 0.517 0.082

***

Entry 5:
11
Properties=species:S:1:pos:R:3:nbo_charge:R:1 method="wB97M-V/def2-TZVPD" energy_ha=-1013.51080 gap_ev=8.65 de_lowest_kcal_mol=10.4 spin_multiplicity=1 homo_ev=-8.99 smiles="FCCC(=S)S"
F 0.343 -2.266 0.324 -0.371
C 0.149 -1.103 1.082 0.068
C 0.574 0.137 0.198 -0.539
C -0.490 0.631 -0.708 -0.278
S -2.027 0.737 -0.299 0.033
S 0.241 1.464 -2.061 0.120
H 0.803 -1.235 2.002 0.168
H -0.850 -0.945 1.356 0.183
H 1.509 -0.175 -0.189 0.238
H 0.641 1.000 0.863 0.252
H -0.892 1.753 -2.568 0.127

***

Entry 6:
53
Properties=species:S:1:pos:R:3:nbo_charge:R:1 method="wB97M-V/def2-TZVPD" energy_ha=-1351.33880 gap_ev=6.49 de_lowest_kcal_mol=246.7 spin_multiplicity=1 homo_ev=-7.34
C -4.463 2.291 1.601 -0.217
C -3.636 2.321 2.735 -0.201
C -2.389 1.686 2.706 -0.204
C -1.963 0.996 1.564 -0.026
C -0.575 0.333 1.570 -0.293
C 0.540 1.356 1.354 0.065
C 1.642 1.388 2.218 -0.247
C 2.643 2.344 2.030 -0.203
C 2.533 3.277 0.995 -0.216
C 1.432 3.239 0.132 -0.194
C 0.435 2.274 0.310 -0.247
C -0.513 -0.801 0.545 -0.045
C -1.403 -1.993 0.946 -0.410
C -0.485 -3.213 1.050 -0.428
C 0.915 -2.658 1.254 -0.222
N 0.857 -1.392 0.425 -0.650
C -2.798 0.963 0.439 -0.177
C -4.039 1.617 0.451 -0.223
H -5.435 2.792 1.612 0.218
H -3.962 2.845 3.640 0.218
H -1.735 1.719 3.583 0.214
H -0.429 -0.139 2.557 0.213
H 1.693 0.677 3.050 0.213
H 3.501 2.358 2.704 0.220
H 3.305 4.037 0.861 0.220
H 1.333 3.963 -0.679 0.220
H -0.444 2.251 -0.342 0.224
H -0.730 -0.426 -0.459 0.226
H -1.845 -1.787 1.927 0.213
H -2.233 -2.100 0.241 0.226
H -0.762 -3.883 1.859 0.227
H -0.552 -3.794 0.123 0.213
H 1.164 -2.402 2.292 0.200
H 1.711 -3.276 0.842 0.218
H 1.650 -0.746 0.547 0.419
H -2.497 0.439 -0.473 0.202
H -4.661 1.590 -0.449 0.216
C -1.405 -0.645 -4.168 -0.251
O -0.031 -0.407 -4.575 -0.471
C 0.916 -0.702 -3.694 0.709
N 2.161 -0.840 -4.184 -0.527
C 3.080 -1.225 -3.300 0.324
N 4.443 -1.305 -3.443 -0.139
O 4.931 -1.580 -2.171 -0.170
N 3.827 -1.706 -1.222 0.406
O 4.078 -1.939 -0.046 -0.409
C 2.681 -1.526 -1.949 -0.095
C 1.365 -1.364 -1.565 0.133
N 0.503 -0.845 -2.428 -0.583
H -2.001 -0.272 -5.004 0.199
H -1.588 -1.715 -4.024 0.188
H -1.654 -0.115 -3.243 0.193
H 0.892 -1.961 -0.744 0.311